Version 1
{"formula": "CH9NO4", "method": "wB97M-V/def2-TZVPD", "smiles": "NC=O.O.O.O", "multiplicity": 1, "total_charge": 0, "lumo_ev": 0.430, "homo_lumo_gap_ev": 10.78, "symbols": ["N", "C", "O", "H", "H", "H", "O", "H", "H", "O", "H", "H", "O", "H", "H"], "xyz": [[1.6217, -0.3758, -2.2273], [2.4437, 0.0373, -1.2026], [2.3097, 1.0272, -0.5105], [1.3764, 0.3347, -2.8982], [0.9442, -1.1505, -2.0273], [3.1108, -0.7088, -0.7271], [-2.6335, 0.6728, 3.9611], [-2.7981, -0.2135, 3.5855], [-1.7269, 0.6397, 3.6025], [-1.3835, -1.8162, -1.4684], [-1.9294, -2.2591, -0.8071], [-2.0386, -1.2882, -1.9356], [-0.0087, 1.4600, 1.0869], [0.8895, 1.2775, 0.7743], [-0.1772, 2.3631, 0.7938]]}

=====

Version 2
{"formula": "CH9NO4", "method": "wB97M-V/def2-TZVPD", "smiles": "NC=O.O.O.O", "multiplicity": 1, "total_charge": 0, "lumo_ev": 0.751, "homo_lumo_gap_ev": 11.03, "symbols": ["N", "C", "O", "H", "H", "H", "O", "H", "H", "O", "H", "H", "O", "H", "H"], "xyz": [[0.1285, -1.5909, -0.8517], [-1.2149, -1.4365, -0.8358], [-1.6842, -0.3208, -0.8854], [0.5607, -2.4923, -0.8922], [0.6131, -0.6986, -0.9509], [-1.7864, -2.3455, -0.6102], [-0.9676, 2.4845, -0.4027], [-1.4983, 1.6665, -0.4638], [-1.3818, 3.0706, -1.0696], [1.4509, -1.0038, 2.3807], [1.1778, -0.6051, 1.5401], [0.8154, -0.6982, 3.0382], [1.1805, 0.9174, -0.0167], [1.9477, 1.3811, 0.3189], [0.6587, 1.6717, -0.2990]]}

=====

Of them, version 1 has the lowest stability.

=====

Version 1
{"formula": "CH2NO3S", "method": "wB97M-V/def2-TZVPD", "multiplicity": 1, "total_charge": -1, "lumo_ev": [3.881, 2.900], "homo_lumo_gap_ev": [9.04, 5.38], "symbols": ["C", "N", "O", "O", "O", "S", "H", "H"], "xyz": [[-0.9970, 0.1209, 0.3553], [-1.7965, 0.5098, 1.1989], [1.2208, -0.0380, -2.0799], [3.0734, -0.3666, -0.6393], [-1.7842, 0.8098, 2.4040], [1.6608, -0.7699, -0.8337], [-1.5862, -0.2659, -0.5952], [0.2088, -0.0002, 0.1900]]}

=====

Version 2
{"formula": "CH2NO3S", "method": "wB97M-V/def2-TZVPD", "smiles": "[O-]N(O)C(O)=S", "multiplicity": 1, "total_charge": -1, "lumo_ev": 3.834, "homo_lumo_gap_ev": 6.76, "symbols": ["O", "N", "O", "C", "O", "S", "H", "H"], "xyz": [[1.6592, 0.3427, 0.0834], [0.4901, -0.2382, 0.0306], [0.5487, -1.6603, 0.1805], [-0.7678, 0.1927, 0.1237], [-0.6873, 1.7342, 0.1403], [-2.2125, -0.5930, 0.0626], [1.5135, -1.6919, 0.1220], [-0.5440, 1.9140, -0.7430]]}

=====

Version 3
{"formula": "CH2NO3S", "method": "wB97M-V/def2-TZVPD", "smiles": "O=C(O)O[N-]S", "multiplicity": 1, "total_charge": -1, "lumo_ev": 3.850, "homo_lumo_gap_ev": 7.24, "symbols": ["O", "C", "O", "O", "N", "S", "H", "H"], "xyz": [[-0.1220, -0.0710, -1.4689], [-0.0213, -0.9468, -0.6483], [-0.7672, -2.1870, -1.0276], [0.4323, -0.8982, 0.5389], [1.4442, 0.1920, 1.1562], [1.0576, 1.6639, 0.7208], [-0.3707, -3.0444, -0.8016], [1.6940, 2.0609, -0.5027]]}

=====

Of them, version 1 has the lowest stability.